Formula: C17H45LiO6
Source: OMol25
Level of theory: the ωB97M-V functional and the def2-TZVPD basis

Values from the calculation:
DFT total energy = -1133.674071 Ha
multiplicity = 2
maximum force = 2.68 eV Å⁻¹
frontier orbital gap (alpha / beta) = 2.10 / 7.68 eV
highest occupied orbital energy (alpha / beta) = 0.0141 / -0.1903 Eh
charge = -1

Positions of all 69 atoms, in Å:
Li  0.032  -0.320  -0.482
C  -0.230  3.338  -2.315
C  0.685  2.691  -1.298
O  0.146  1.686  -0.534
H  -0.726  2.482  -2.771
H  0.253  4.072  -2.960
H  -1.015  3.902  -1.810
H  0.940  3.408  -0.517
H  1.668  2.440  -1.696
C  -3.040  1.567  1.683
C  -3.223  2.574  0.585
C  -2.525  3.974  0.783
O  -2.743  2.047  -0.694
H  -1.967  1.418  1.807
H  -3.440  0.586  1.427
H  -3.454  1.907  2.632
H  -4.273  2.839  0.461
H  -2.882  4.328  1.750
H  -2.799  4.669  -0.011
H  -1.455  3.784  0.700
H  -1.793  1.968  -0.584
C  -4.071  -1.797  -0.641
C  -2.705  -2.022  -1.287
C  -2.783  -1.996  -2.787
O  -1.897  -0.929  -0.885
H  -4.649  -1.003  -1.112
H  -3.997  -1.535  0.415
H  -4.652  -2.718  -0.696
H  -2.163  -2.883  -0.896
H  -3.432  -2.696  -3.314
H  -1.779  -2.092  -3.200
H  -3.250  -1.068  -3.120
H  -2.492  -0.181  -0.792
C  3.110  -2.640  -1.720
C  1.831  -1.905  -2.157
C  1.108  -2.508  -3.392
O  0.967  -2.051  -1.039
H  2.983  -3.686  -1.443
H  3.536  -2.110  -0.868
H  3.830  -2.559  -2.534
H  2.101  -0.863  -2.331
H  1.709  -2.442  -4.298
H  0.263  -1.867  -3.645
H  0.860  -3.568  -3.344
H  0.727  -2.973  -0.926
C  -0.332  -2.809  1.948
C  -0.167  -1.471  2.716
C  1.047  -1.435  3.679
O  -0.025  -0.484  1.718
H  -1.072  -2.727  1.152
H  -0.594  -3.635  2.610
H  0.569  -3.201  1.476
H  -1.115  -1.197  3.179
H  0.782  -2.158  4.451
H  1.091  -0.505  4.246
H  2.020  -1.693  3.261
H  0.219  0.356  2.114
C  3.267  0.149  0.923
C  4.072  1.146  1.809
C  4.115  2.548  1.243
O  3.514  1.152  3.090
H  3.800  0.125  -0.027
H  2.238  0.488  0.804
H  3.172  -0.887  1.250
H  5.086  0.789  1.987
H  4.470  3.320  1.926
H  3.123  2.765  0.845
H  4.813  2.666  0.415
H  2.596  1.428  3.039

Atomic forces in eV per Å
Li -0.28 0.16 0.22
C -0.45 -0.28 0.57
C 0.69 0.72 1.93
O -1.20 -1.93 -0.29
H -0.05 0.31 -0.87
H 0.19 -0.44 -0.41
H -0.12 -0.10 0.17
H 0.41 1.27 -0.15
H 0.26 -0.35 -0.75
C 0.73 0.06 0.23
C 0.39 1.42 -1.88
C -0.51 -1.79 0.16
O -1.80 0.02 1.13
H 0.14 -0.06 0.17
H -0.25 0.14 -0.08
H -0.09 0.00 0.03
H -0.25 -0.48 -0.25
H 0.51 0.42 0.10
H -0.20 -0.15 0.04
H 0.17 0.30 0.50
H 1.53 -0.19 -0.11
C -0.19 -0.96 0.21
C -0.64 0.59 0.36
C -0.19 -0.02 -1.04
O 0.77 0.56 0.22
H 0.18 0.08 -0.30
H 0.26 -0.12 0.08
H -0.18 -0.01 -0.04
H -0.39 -0.40 -0.15
H 0.10 -0.76 0.57
H -0.14 0.10 -0.09
H 0.42 0.53 0.21
H 0.09 0.78 -0.04
C 0.40 0.76 -0.90
C 0.28 -2.66 -0.11
C 0.90 0.97 -0.50
O -0.67 2.16 0.44
H -0.33 0.06 -0.17
H -0.05 -0.06 0.09
H 0.30 -0.25 -0.09
H -0.48 0.16 0.22
H 0.55 0.13 -0.01
H -0.35 -0.30 0.30
H -0.27 0.15 0.64
H -0.13 -0.74 0.01
C 0.19 0.06 0.65
C 0.85 -0.63 -0.81
C -1.54 -0.57 0.54
O 0.41 0.71 -1.29
H -0.17 0.11 0.19
H -0.41 0.16 0.19
H 0.40 0.54 -0.05
H 0.03 -0.48 0.82
H 0.35 -0.34 0.13
H 0.15 0.35 -0.32
H -0.29 0.10 -0.27
H -0.02 0.16 -0.05
C 0.89 0.68 -0.21
C -0.22 -1.02 -0.22
C 0.06 0.19 -0.89
O -0.30 0.14 1.47
H -0.40 -0.03 -0.40
H 0.05 0.38 -0.32
H 0.47 0.13 0.54
H 0.10 -0.18 -0.22
H -0.39 -0.26 0.50
H -0.10 0.44 0.10
H -0.04 -0.44 -0.33
H -0.13 0.06 -0.11

Löwdin population analysis, charges in e, atoms 1 to 2:
1. Li 0.214
2. C -0.099